Below is a 2-piece molecular cluster, C8H12Cl2NO6PS overall, with properties calculated with ωB97M-V with the def2-TZVPD basis set.

Values from the calculation:
multiplicity = 1
E = -2478.198157 Ha
structure (SMILES) = C[C@@H](Cl)[C@H](Cl)O[P@](=O)(O)ON=C=S.O=C1CCCO1
HOMO-LUMO gap = 9.0 eV

Geometry (Å):
H  -3.62  -1.79  1.06
Cl  4.36  1.87  -0.56
N  -2.35  0.51  -1.84
C  2.83  -0.33  -0.22
C  -0.55  -1.22  1.38
C  -2.44  -1.19  2.81
H  2.56  -0.44  0.83
H  -2.52  -2.22  3.15
O  -1.64  -1.44  0.62
H  -0.36  -1.28  3.52
S  -1.85  -2.12  -2.52
H  -3.13  -0.09  1.05
P  -0.15  1.80  -1.63
O  -1.50  1.47  -2.47
H  2.09  1.74  -0.12
H  0.12  0.42  0.06
C  -2.83  -1.09  1.34
O  0.57  -1.35  0.94
H  3.86  -0.68  -0.34
H  -0.83  0.30  2.83
H  -3.05  -0.57  3.46
C  2.32  1.08  -2.22
O  0.12  3.23  -1.60
H  2.78  0.21  -2.67
O  0.92  0.87  -2.37
C  -2.17  -0.64  -2.24
Cl  2.88  2.43  -3.23
O  -0.43  1.18  -0.19
C  2.73  1.11  -0.73
C  -0.96  -0.78  2.76
H  2.22  -0.99  -0.85

Here are the Mulliken charges for atoms 1 to 8, given in e:
1 H 0.33
2 Cl -0.17
3 N -0.38
4 C -1.42
5 C 0.32
6 C -0.58
7 H 0.28
8 H 0.30

Below is C8H12Cl2OPd as an isolated structure at a distorted geometry, with properties calculated with ωB97M-V with the def2-TZVPD basis set.

Values from the calculation:
multiplicity = 5
E = -1435.251091 Ha
relative energy (zero: lowest compared OMol25 entry of this formula, charge and spin) = 31.6 kcal/mol
HOMO-LUMO gap (spin up / spin down) = 7.0 / 7.2 eV

Geometry (Å):
O  2.11  0.07  4.05
H  0.02  0.15  -3.29
C  0.68  0.05  -1.25
H  -1.99  -0.79  -2.31
C  -0.29  0.57  -2.33
H  -3.17  0.22  -0.49
H  2.19  -2.75  2.92
H  3.62  -2.03  1.80
H  -1.47  0.59  1.39
H  1.65  0.55  -1.39
H  -2.33  0.84  -2.80
H  -2.24  1.71  -0.59
H  0.49  1.32  0.46
C  -1.20  0.10  0.44
Pd  1.40  -0.92  1.33
Cl  0.95  1.98  2.73
Cl  -1.57  -1.65  0.64
H  -0.14  1.66  -2.42
C  0.17  0.31  0.17
H  0.82  -1.03  -1.36
C  2.55  -2.09  2.10
C  -2.18  0.62  -0.68
C  -1.74  0.26  -2.08
C  1.65  0.26  2.97

Here are the Mulliken charges for atoms 1 to 8, given in e:
1 O -0.37
2 H 0.33
3 C -0.72
4 H 0.33
5 C -0.64
6 H 0.37
7 H 0.31
8 H 0.30

Below is a 2-piece molecular cluster, C8H12ClNS overall at a distorted geometry, with properties calculated with ωB97M-V with the def2-TZVPD basis set.

Values from the calculation:
multiplicity = 1
E = -1225.100117 Ha
structure (SMILES) = Clc1ccccn1.CC(C)S
relative energy (zero: lowest compared OMol25 entry of this formula, charge and spin) = 8.5 kcal/mol
HOMO-LUMO gap = 9.6 eV

Geometry (Å):
C  -1.02  -0.63  1.88
H  -2.50  2.10  1.08
H  -2.39  0.18  0.26
H  0.19  -0.58  -3.63
H  2.68  -1.32  -1.45
C  1.74  -1.84  -1.76
H  1.19  0.67  -3.17
C  -0.14  0.99  3.24
C  -1.79  1.55  1.65
H  -0.75  0.63  -2.75
C  0.31  0.05  -2.86
Cl  -1.21  -2.33  1.48
N  -0.30  -0.32  2.89
C  -1.76  0.30  1.13
H  2.33  0.74  -0.69
H  -0.42  -1.11  -1.28
S  1.14  0.35  -0.12
H  -0.71  2.88  3.07
C  0.62  -0.81  -1.60
H  0.54  1.30  3.94
C  -0.89  1.94  2.64
H  1.37  -2.58  -1.13
H  1.77  -2.17  -2.83

Here are the Mulliken charges for atoms 1 to 8, given in e:
1 C 0.29
2 H 0.35
3 H 0.37
4 H 0.48
5 H 0.25
6 C -0.93
7 H 0.29
8 C -0.28

Below is C8H12F6Ni2O6 as an isolated structure at a distorted geometry, with properties calculated with ωB97M-V with the def2-TZVPD basis set.

Values from the calculation:
multiplicity = 5
E = -4378.570551 Ha
charge = +2
HOMO-LUMO gap (spin up / spin down) = 8.1 / 6.9 eV

Geometry (Å):
F  19.69  -8.25  -18.26
C  16.80  -5.57  -20.53
O  21.30  -5.22  -17.91
C  20.74  -7.58  -17.71
Ni  19.91  -5.68  -21.81
O  20.64  -6.34  -19.82
C  22.83  -3.90  -19.11
C  20.95  -6.31  -18.55
H  15.54  -3.37  -17.83
Ni  19.05  -3.03  -23.23
H  15.26  -2.15  -19.06
C  16.03  -2.63  -18.45
O  18.81  -5.07  -23.45
H  21.24  -3.19  -17.79
C  17.08  -3.30  -19.34
F  15.26  -7.18  -20.15
H  23.00  -2.94  -19.59
H  17.63  -2.71  -20.07
H  16.50  -1.83  -17.88
O  19.94  -3.70  -21.53
H  20.58  -3.71  -19.25
H  17.90  -5.25  -23.74
F  20.46  -7.27  -16.42
H  22.99  -4.74  -19.79
O  17.99  -5.73  -20.72
F  16.09  -7.10  -22.20
O  16.35  -4.41  -19.91
C  21.40  -3.95  -18.56
F  21.86  -8.29  -17.76
F  14.66  -5.68  -21.50
H  19.95  -3.06  -20.79
H  23.64  -3.92  -18.39
C  15.63  -6.41  -21.11
H  17.78  -3.75  -18.64

Here are the Mulliken charges for atoms 1 to 8, given in e:
1 F -0.19
2 C 0.25
3 O -0.28
4 C 0.82
5 Ni 1.03
6 O -0.50
7 C -1.14
8 C 0.34

Below is an isolated ion of composition C8H12FN2S and charge +1 at a distorted geometry, with properties calculated with ωB97M-V with the def2-TZVPD basis set.

Values from the calculation:
multiplicity = 3
E = -919.171291 Ha
charge = +1
HOMO-LUMO gap (spin up / spin down) = 7.9 / 6.7 eV

Geometry (Å):
S  2.71  0.64  -0.48
N  1.64  -2.35  -0.29
H  -1.84  2.61  0.13
H  2.00  -1.93  -1.14
N  1.20  0.18  -1.08
F  -2.24  -1.38  0.40
C  0.26  -0.25  -0.06
C  -1.07  0.67  -0.25
C  -2.35  -0.08  0.02
C  -1.97  0.26  -1.39
C  2.31  0.31  1.11
H  -2.53  1.03  -1.89
H  0.04  -2.26  1.05
H  -1.65  -0.56  -2.01
H  -0.63  2.08  1.30
H  3.01  0.52  1.89
C  0.72  -1.70  0.44
C  -0.89  2.07  0.24
H  -0.13  2.61  -0.31
H  0.55  -0.25  2.22
H  -3.19  0.38  0.52
C  1.05  -0.28  1.26
H  0.81  0.76  -1.81
H  2.21  -3.07  0.13

Here are the Mulliken charges for atoms 1 to 8, given in e:
1 S 0.05
2 N -0.26
3 H 0.48
4 H 0.27
5 N -0.51
6 F -0.31
7 C 1.09
8 C 0.65

Below is an isolated ion of composition C8H12N and charge +1 at a distorted geometry, with properties calculated with ωB97M-V with the def2-TZVPD basis set.

Values from the calculation:
multiplicity = 1
E = -366.329701 Ha
relative energy (zero: lowest compared OMol25 entry of this formula, charge and spin) = 78.5 kcal/mol
charge = +1
HOMO-LUMO gap (spin up / spin down) = 9.1 / 4.7 eV

Geometry (Å):
H  0.62  0.74  1.54
C  -3.02  0.29  -0.34
H  3.12  0.87  -0.01
H  -4.02  -0.85  1.05
H  0.36  0.56  -1.41
H  4.23  -1.22  0.42
C  -1.19  1.53  0.72
N  -1.99  0.84  0.19
H  -4.29  -1.46  -0.52
C  2.22  -1.03  -0.30
H  -3.39  0.81  -1.29
C  2.15  0.40  -0.19
H  0.69  2.43  1.21
H  1.32  2.15  -1.22
C  3.36  -1.75  0.00
H  -2.70  -1.68  0.48
H  3.29  -2.81  0.21
C  0.98  1.25  -0.66
C  -3.50  -1.10  0.20
C  0.29  1.55  0.78
H  1.48  -1.50  -0.85

Here are the Mulliken charges for atoms 1 to 8, given in e:
1 H 0.35
2 C 0.02
3 H 0.36
4 H 0.36
5 H 0.26
6 H 0.29
7 C 0.01
8 N 0.03